A 5-piece molecular cluster, C13H24BrCl8F4O3S2 overall, computed with ωB97M-V/def2-TZVPD.

The relative energy (zero: lowest compared OMol25 entry of this formula, charge and spin) is 0.0 kcal per mole. The net charge is +1.

Positions of all 55 atoms, in Å:
C  4.77752  -0.25612  -1.29358
C  3.85552  0.96142  -1.03860
Br  3.85433  1.50400  0.85782
C  2.36836  0.81149  -1.51124
S  1.85380  -0.87842  -1.99241
C  0.02104  -0.75903  -2.20352
O  -0.48918  0.42699  -1.62078
C  -1.67343  0.21575  -0.97105
F  -2.10575  1.37762  -0.53509
F  -1.53174  -0.56954  0.09753
F  -2.57764  -0.31322  -1.78770
S  2.10708  -2.30061  -0.43145
O  3.20507  -3.07894  -0.85559
O  0.94425  -3.08119  -0.24252
F  2.54863  -1.55017  0.87685
H  4.68064  -0.94376  -0.44045
H  5.81977  0.10712  -1.29594
H  4.62287  -0.75112  -2.26651
H  4.26709  1.83735  -1.56735
H  2.24210  1.44185  -2.41625
H  1.71701  1.24084  -0.73518
H  -0.43588  -1.67270  -1.76726
H  -0.23688  -0.77886  -3.27814
Cl  -6.95243  2.08704  1.56763
C  -5.56006  1.07689  1.11259
C  -5.43600  -0.15042  1.98254
Cl  -4.97666  0.25539  3.65538
H  -4.66500  1.69466  1.16337
H  -5.71129  0.77908  0.07484
H  -4.65639  -0.80381  1.59044
H  -6.36673  -0.71292  2.01552
Cl  5.02442  4.58626  -0.73622
C  5.15946  5.41015  -2.30971
C  3.81436  5.57921  -2.97136
Cl  3.12335  4.01461  -3.49786
H  5.84295  4.83805  -2.93391
H  5.60601  6.38554  -2.12141
H  3.91546  6.19572  -3.86338
H  3.09796  6.05631  -2.30625
Cl  1.19019  -3.54822  -3.85073
C  0.82641  -5.22715  -3.36059
C  -0.65521  -5.50730  -3.38715
Cl  -1.52651  -4.61148  -2.11422
H  1.24892  -5.38794  -2.37062
H  1.34301  -5.88123  -4.06143
H  -0.83220  -6.56717  -3.20972
H  -1.09570  -5.24349  -4.34651
Cl  -3.06618  1.68185  8.80806
C  -3.49189  0.77184  7.33696
C  -4.50771  -0.31120  7.61130
Cl  -3.83147  -1.63228  8.59691
H  -2.57528  0.36252  6.91656
H  -3.90113  1.49121  6.62758
H  -4.83828  -0.75433  6.67201
H  -5.38100  0.08186  8.12782

Atoms 1-3, force components in eV/Å:
C 0.3 0.7 0.7
C 0.1 -0.2 -0.6
Br 0.1 -0.3 -0.5



A 2-piece molecular cluster, C13H24BrNO5S overall, computed with ωB97M-V/def2-TZVPD.

The net charge is 0.

Positions of all 45 atoms, in Å:
C  0.75230  -1.04198  -0.33378
C  0.65052  -0.04329  0.86010
N  0.69252  1.33861  0.31545
C  -0.10635  2.26885  1.13187
C  -1.51495  2.56187  0.56499
C  -2.15351  1.40111  -0.22771
C  -3.28766  0.71914  0.62791
S  -4.83132  1.60722  0.35941
O  -4.69806  2.99830  0.62074
O  -5.81409  1.01025  1.18531
O  -5.17750  1.37378  -1.20372
C  -3.99859  1.04056  -1.96022
C  -2.79817  1.91740  -1.55043
Br  -1.45104  1.63260  -2.97286
C  2.06321  1.80197  0.23391
C  2.51879  2.27076  -1.15235
O  2.77905  1.82417  1.15444
H  1.27203  -1.96941  -0.07288
H  -0.22923  -1.21262  -0.78542
H  1.34842  -0.52411  -1.09663
H  1.47288  -0.22398  1.56045
H  -0.33338  -0.18335  1.31610
H  -0.14391  1.96899  2.18889
H  0.43065  3.22793  1.14174
H  -2.16536  2.75135  1.42768
H  -1.53631  3.48893  -0.01372
H  -1.46184  0.61165  -0.51970
H  -3.45824  -0.29372  0.25637
H  -2.98034  0.74557  1.67154
H  -3.73491  -0.01918  -1.86649
H  -4.18925  1.22437  -3.01814
H  -3.05664  2.97342  -1.49513
H  2.60436  3.36000  -1.09820
H  3.46521  1.77250  -1.36580
H  1.74642  2.00293  -1.87500
C  4.53368  -3.45808  0.31338
C  3.22178  -4.20254  0.33739
C  3.20433  -5.54489  1.02503
O  2.22529  -3.74131  -0.17376
H  4.40310  -2.51249  -0.21006
H  4.86522  -3.25327  1.33266
H  5.28802  -4.04840  -0.20921
H  3.47866  -5.42982  2.07495
H  3.90155  -6.22503  0.53315
H  2.20266  -5.96672  0.96778

Atoms 1-3, force components in eV/Å:
C 0.5 0.8 0.4
C -0.2 -0.5 -1.4
N -0.4 -0.2 0.7



no.,HOMO (eV)
1,-11.81
2,-9.17